Formula: C7H7F5N4O
Source: OMol25
Level of theory: ωB97M-V with the def2-TZVPD basis set

The geometry in XYZ format:
```
24
Properties=species:S:1:pos:R:3
O -0.763 -4.558 1.557
C -0.479 -3.512 0.620
N -1.596 -2.947 0.050
N -1.336 -2.007 -0.825
C 0.003 -1.717 -0.973
C 0.320 -0.529 -2.016
C 0.761 0.733 -1.123
C -0.499 1.545 -0.555
C -0.429 1.830 1.010
F -0.088 0.702 1.774
F -1.749 2.227 1.385
C 0.505 3.077 1.393
F 1.659 3.155 0.616
F 0.863 3.093 2.754
F -0.228 4.258 1.177
N 1.118 -2.263 -0.377
N 0.863 -3.243 0.454
H -0.246 -4.281 2.345
H -0.621 -0.212 -2.569
H 1.152 -0.831 -2.729
H 1.430 0.468 -0.249
H 1.357 1.418 -1.821
H -0.499 2.556 -1.092
H -1.496 1.038 -0.806
```

As for the HOMO-LUMO gap: 8.993 eV. For the calculated total energy, the calculation gives -28964.65786 eV. The calculation puts the LUMO energy at -1.20 eV. Its HOMO energy is -0.3745 hartree.

=====

Formula: C7H7F7NO2
Source: OMol25
Level of theory: ωB97M-V with the def2-TZVPD basis set

The geometry in XYZ format:
```
24
Properties=species:S:1:pos:R:3
C -1.426 1.718 2.207
C -0.139 1.013 1.776
C -0.401 -0.110 0.781
N 0.849 -0.874 0.549
C 1.580 -0.614 -0.595
F 2.771 -1.273 -0.540
F 1.875 0.719 -0.695
C 0.943 -1.029 -2.003
F -0.171 -1.746 -1.787
F 1.799 -1.812 -2.700
C 0.573 0.124 -2.973
F -0.134 -0.363 -3.996
F -0.154 1.080 -2.394
F 1.683 0.688 -3.472
C -1.485 -1.111 1.314
O -1.100 -1.817 2.270
O -2.618 -1.000 0.793
H -1.200 2.648 2.737
H -2.001 1.071 2.872
H -2.055 1.953 1.343
H 0.357 0.563 2.642
H 0.560 1.741 1.345
H -0.795 0.298 -0.153
H 0.688 -1.867 0.677
```

As for the HOMO-LUMO gap: 8.010 eV. For the calculated total energy, the calculation gives -31982.89587 eV. The calculation puts the LUMO energy at 3.37 eV. As for the charge: -1. Its HOMO energy is -0.1705 hartree.

=====

Formula: C7H7I2NO
Source: OMol25
Level of theory: ωB97M-V with the def2-TZVPD basis set

The geometry in XYZ format:
```
18
Properties=species:S:1:pos:R:3
C 1.124 -0.160 1.752
C 1.221 -0.361 2.948
C 0.318 0.142 -0.495
C -1.048 -0.173 0.016
C -1.653 -0.845 -1.224
C -0.769 -0.266 -2.334
C 1.403 0.277 0.470
N 0.450 0.132 -1.770
O 2.670 0.616 0.187
I 1.031 -0.565 4.960
I 0.694 3.291 1.866
H -0.997 -0.701 0.988
H -1.689 0.836 0.126
H -1.539 -1.924 -1.212
H -2.694 -0.690 -1.196
H -0.672 -0.833 -3.179
H -1.107 0.684 -2.862
H 3.258 0.541 0.959
```

As for the HOMO-LUMO gap (spin up / spin down): 4.736 / 7.772 eV. For the calculated total energy, the calculation gives -27106.75649 eV. The calculation puts the LUMO energy (spin up / spin down) at -2.75 / -1.38 eV. Its HOMO energy (spin up / spin down) is -0.2752 / -0.3365 hartree.

=====

Formula: C7H7I3S
Source: OMol25
Level of theory: ωB97M-V with the def2-TZVPD basis set

The geometry in XYZ format:
```
18
Properties=species:S:1:pos:R:3
C 1.042 0.207 -0.390
C 0.310 -0.448 0.734
C 0.194 0.803 -1.209
C -1.026 -0.341 0.641
C 1.009 -1.180 1.773
C -2.102 -0.675 1.615
C 0.659 1.695 -3.120
S -1.454 0.668 -0.786
I 0.093 0.284 -4.559
I 2.776 2.122 -3.015
I -0.496 3.377 -3.125
H 2.147 0.220 -0.543
H 0.352 -1.685 2.584
H 1.733 -1.989 1.421
H 1.681 -0.583 2.406
H -1.775 -0.055 2.522
H -3.058 -0.657 1.204
H -2.082 -1.762 1.849
```

As for the HOMO-LUMO gap: 7.822 eV. For the calculated total energy, the calculation gives -42506.16842 eV. The calculation puts the LUMO energy at -0.90 eV. Its HOMO energy is -0.3206 hartree.

=====

calculated total energy of number 4 (C7H7I3S)?
-42506.16842 eV

=====

Among the records above, which one has the lowest calculated total energy?
C7H7I3S

=====

Please write out number 1 again, unchanged.
Formula: C7H7F5N4O
Source: OMol25
Level of theory: ωB97M-V with the def2-TZVPD basis set

The geometry in XYZ format:
```
24
Properties=species:S:1:pos:R:3
O -0.763 -4.558 1.557
C -0.479 -3.512 0.620
N -1.596 -2.947 0.050
N -1.336 -2.007 -0.825
C 0.003 -1.717 -0.973
C 0.320 -0.529 -2.016
C 0.761 0.733 -1.123
C -0.499 1.545 -0.555
C -0.429 1.830 1.010
F -0.088 0.702 1.774
F -1.749 2.227 1.385
C 0.505 3.077 1.393
F 1.659 3.155 0.616
F 0.863 3.093 2.754
F -0.228 4.258 1.177
N 1.118 -2.263 -0.377
N 0.863 -3.243 0.454
H -0.246 -4.281 2.345
H -0.621 -0.212 -2.569
H 1.152 -0.831 -2.729
H 1.430 0.468 -0.249
H 1.357 1.418 -1.821
H -0.499 2.556 -1.092
H -1.496 1.038 -0.806
```

As for the HOMO-LUMO gap: 8.993 eV. For the calculated total energy, the calculation gives -28964.65786 eV. The calculation puts the LUMO energy at -1.20 eV. Its HOMO energy is -0.3745 hartree.

=====

Which of these has the lowest calculated total energy?
C7H7I3S